Formula: C31H54Cl2P2Pd
Source: the Open Molecules 2025 dataset
Level of theory: ωB97M-V/def2-TZVPD

Summary:
Net charge   0
Frontier orbital gap (alpha / beta)   6.762 / 5.547 eV
Expectation value of S²   6.049
Largest force on an atom   4.23 eV Å⁻¹
Spin multiplicity   5
Total energy   -2944.51024 Eh
E_HOMO (alpha / beta)   -6.086 / -8.275 eV

XYZ file:
```
90
C31H54Cl2P2Pd (ωB97M-V/def2-TZVPD)
P 0.05389 -0.92904 -3.89878
C 1.62366 -0.33198 -4.90436
C 1.89296 -0.79166 -6.34385
C 3.27978 -0.35447 -6.82001
C 3.56014 1.14576 -6.60298
C 3.18798 1.62093 -5.19136
C 1.77561 1.18086 -4.77895
C -1.34199 -0.09724 -4.89386
C -1.20161 0.04841 -6.40304
C -2.49174 0.61893 -7.01119
C -2.91610 1.92591 -6.33390
C -2.89674 1.87736 -4.79691
C -1.61984 1.25817 -4.23484
C -0.08135 -2.60426 -4.77172
C 1.11160 -3.48113 -4.35889
C 1.07293 -4.84689 -5.05844
C -0.25911 -5.58397 -4.88294
C -1.47044 -4.70595 -5.20505
C -1.41158 -3.32963 -4.52818
H 2.37878 -0.79287 -4.24855
H 1.14725 -0.36914 -7.03011
H 1.82253 -1.87925 -6.45730
H 3.40760 -0.60449 -7.88207
H 4.03532 -0.92649 -6.26198
H 4.62419 1.34662 -6.78661
H 2.99121 1.72978 -7.34296
H 3.90028 1.18786 -4.47176
H 3.27508 2.71171 -5.12016
H 1.59332 1.49118 -3.74374
H 1.04379 1.69960 -5.41596
H -2.19435 -0.75740 -4.68120
H -3.28855 -0.13028 -6.91651
H -0.96129 -0.90246 -6.90109
H -0.38426 0.74923 -6.62687
H -2.33696 0.78767 -8.08672
H -3.92154 2.20013 -6.67308
H -2.23716 2.72020 -6.66615
H -3.02151 2.88842 -4.38959
H -3.75082 1.28323 -4.44144
H -1.71734 1.11223 -3.15198
H -0.76721 1.92818 -4.39989
H -0.01881 -2.38090 -5.84788
H 2.07489 -2.99929 -4.57974
H 1.09697 -3.61909 -3.26338
H 1.23780 -4.67882 -6.13318
H 1.90159 -5.46587 -4.69955
H -0.34172 -5.92177 -3.84070
H -0.26948 -6.47607 -5.51589
H -2.39142 -5.21463 -4.90379
H -1.53340 -4.56659 -6.29437
H -2.26101 -2.73246 -4.87906
H -1.55981 -3.44136 -3.44317
Pd -0.21045 -0.36720 -0.62155
Cl -2.07723 -1.19759 -1.93342
Cl 2.00127 -0.51385 -1.51711
C -0.81113 1.17483 0.53572
H -1.32560 0.89071 1.47876
C -0.67874 2.54849 0.19993
C -1.22024 3.61994 0.99909
C -1.13786 4.92547 0.54522
C -0.55535 5.22746 -0.69961
C -0.01418 4.19242 -1.48881
C 0.00901 2.88861 -0.99705
H -1.68260 3.35534 1.95929
H -1.54076 5.75484 1.15079
H 0.39102 4.40562 -2.48551
H 0.55148 2.08179 -1.50053
H -0.52127 6.25956 -1.05490
C -2.34786 -1.96789 2.44160
C -0.98597 -1.38129 2.81054
P 0.23279 -1.30783 1.45227
C 1.77407 -0.65104 2.19135
C 2.30534 -1.28362 3.48185
C 0.55848 -3.03379 0.93501
C 0.75589 -4.07126 2.04087
H -2.89076 -1.29798 1.76559
H -2.95703 -2.09028 3.34652
H -2.26929 -2.94934 1.96492
H -1.10883 -0.34646 3.15757
H -0.51275 -1.95195 3.63134
H 2.50774 -0.71210 1.37369
H 1.55282 0.41339 2.35706
H 2.72658 -2.27973 3.30521
H 3.11583 -0.65595 3.87941
H 1.53704 -1.34842 4.25862
H -0.30720 -3.30173 0.30157
H 1.44129 -2.95260 0.27836
H -0.04750 -4.03786 2.78372
H 0.74419 -5.07276 1.58167
H 1.72325 -3.94838 2.53774
```


Formula: C13H11ClS
Source: the Open Molecules 2025 dataset
Level of theory: ωB97M-V/def2-TZVPD

Summary:
Net charge   0
Frontier orbital gap (alpha / beta)   6.742 / 6.867 eV
ΔE to the lowest compared entry with this formula, charge and spin   90.8 kcal/mol
Largest force on an atom   4.80 eV Å⁻¹
Total energy   -1360.16270 Eh
E_HOMO (alpha / beta)   -7.167 / -7.120 eV

XYZ file:
```
26
C13H11ClS (ωB97M-V/def2-TZVPD)
C 2.40594 -0.37337 0.14686
C 2.26189 0.07262 -1.17180
C -0.40682 -2.27084 0.79877
C 1.61297 0.09769 1.22858
C 1.23986 0.91075 -1.56917
C -1.46470 -1.38098 0.81039
C 0.14393 -2.51591 -0.42926
C 0.69193 1.01265 0.85352
C 0.51839 1.39345 -0.48814
C -1.66768 -0.77657 -0.42113
C -0.36870 2.01143 1.25362
C -0.74304 2.05830 -0.24372
C -2.49798 0.27846 -0.76339
S -0.53047 -1.42099 -1.62545
Cl -3.72052 0.85933 0.31703
H 3.13106 -1.22795 0.47448
H 2.90595 -0.28867 -2.03167
H 0.04913 -2.90675 1.49461
H 1.83036 -0.43747 2.22287
H 1.05020 1.11079 -2.66866
H -2.13372 -1.10975 1.53105
H 0.87383 -3.07112 -0.84458
H -1.18831 1.77085 1.99171
H 0.10133 2.91883 1.60450
H -1.40702 2.79498 -0.71781
H -2.68780 0.49024 -1.75320
```


Formula: C4H9NO
Source: the Open Molecules 2025 dataset
Level of theory: ωB97M-V/def2-TZVPD

Summary:
Net charge   0
Frontier orbital gap   10.786 eV
ΔE to the lowest compared entry with this formula, charge and spin   44.4 kcal/mol
Largest force on an atom   1.09 eV Å⁻¹
Total energy   -287.76167 Eh
E_HOMO   -9.942 eV

XYZ file:
```
15
C4H9NO (ωB97M-V/def2-TZVPD)
C -1.33582 -0.31124 0.79735
O -0.87059 0.37469 -0.33278
C 1.80556 0.11757 -0.31467
N 1.88874 -0.40769 -1.34137
C -1.06715 -0.34779 -1.52968
C 1.81187 0.77886 0.98831
H -2.41603 -0.51011 0.73344
H -1.14756 0.32548 1.66816
H -0.81202 -1.27137 0.94306
H -2.14064 -0.47094 -1.73049
H -0.60112 0.21915 -2.33871
H -0.58730 -1.33688 -1.49896
H 1.24015 1.70938 0.95684
H 1.38459 0.12203 1.75262
H 2.84732 1.00886 1.24688
```


Formula: C7H27O7
Source: the Open Molecules 2025 dataset
Level of theory: ωB97M-V/def2-TZVPD

Summary:
Net charge   -1
Frontier orbital gap   4.133 eV
ΔE to the lowest compared entry with this formula, charge and spin   59.8 kcal/mol
Largest force on an atom   3.11 eV Å⁻¹
Total energy   -809.37079 Eh
E_HOMO   -1.706 eV

XYZ file:
```
41
C7H27O7 (ωB97M-V/def2-TZVPD)
C 1.31431 -0.95648 -0.64901
O 2.37604 -1.25855 -1.51194
H 0.39347 -0.46326 -0.96027
H 0.94546 -1.94692 -0.38243
H 1.64045 -0.47377 0.27225
C 0.82956 5.23535 2.67231
O 1.71500 5.62350 1.62494
H -0.06970 5.83802 2.54493
H 0.72319 4.15055 2.67204
H 1.28573 5.35944 3.65444
H 1.45758 6.44499 1.20011
C 6.04703 2.70201 0.19302
O 5.30027 3.68298 -0.46719
H 6.92062 2.73634 -0.45796
H 6.36098 3.03653 1.18177
H 5.58568 1.71611 0.13602
H 4.61073 3.98845 0.12679
C -3.70902 -4.08761 -4.27570
O -4.90949 -4.54022 -3.60695
H -3.29136 -3.26350 -3.69733
H -2.99601 -4.90894 -4.20405
H -3.99322 -3.69879 -5.25353
H -4.70426 -4.69588 -2.68216
C -2.54800 4.35438 -0.73968
O -1.67730 5.25940 -1.42767
H -3.40346 4.15493 -1.38505
H -1.98031 3.46366 -0.47054
H -2.83407 4.85320 0.18630
H -1.18186 4.79997 -2.10963
C -0.15437 -7.78285 -1.28955
O 0.29058 -6.43180 -1.72432
H -0.28299 -7.72661 -0.20863
H -1.08507 -7.93807 -1.83528
H 0.57866 -8.55365 -1.52757
H -0.34696 -5.85258 -1.30047
C -1.50756 -0.56337 4.63545
O -2.14754 -0.07814 3.52875
H -1.41976 -1.63239 4.44164
H -0.52328 -0.10531 4.73277
H -2.12387 -0.43956 5.52592
H -1.48585 -0.00155 2.83745
```


Formula: C4HClFN
Source: the Open Molecules 2025 dataset
Level of theory: ωB97M-V/def2-TZVPD

Summary:
Net charge   0
Frontier orbital gap   9.310 eV
ΔE to the lowest compared entry with this formula, charge and spin   67.9 kcal/mol
Largest force on an atom   13.48 eV Å⁻¹
Total energy   -767.64155 Eh
E_HOMO   -10.842 eV

XYZ file:
```
8
C4HClFN (ωB97M-V/def2-TZVPD)
C -0.21585 -1.07499 -0.90977
C 0.18091 0.16977 -0.23441
C 0.31373 0.99964 0.65853
C 0.51982 1.91973 1.68776
H -0.50174 -1.79757 -0.21890
N -0.15559 2.83554 2.48997
F -1.25470 -0.96950 -1.76738
Cl 1.11342 -2.08263 -1.70580
```


Formula: C2H4N2S2
Source: the Open Molecules 2025 dataset
Level of theory: ωB97M-V/def2-TZVPD

Summary:
Net charge   0
Frontier orbital gap (alpha / beta)   5.893 / 7.848 eV
ΔE to the lowest compared entry with this formula, charge and spin   79.5 kcal/mol
Largest force on an atom   3.08 eV Å⁻¹
Total energy   -984.38820 Eh
E_HOMO (alpha / beta)   -8.705 / -9.171 eV

XYZ file:
```
10
C2H4N2S2 (ωB97M-V/def2-TZVPD)
C -0.58882 0.77612 -0.04534
C -0.00667 -0.42765 0.75015
N -1.60428 0.41872 -0.69756
N 0.86676 -1.11587 -0.26163
S 0.32895 2.19145 0.26903
S 2.41500 -0.60103 -0.19964
H 0.75267 -0.13450 1.50288
H -0.76186 -1.08907 1.18773
H -1.91284 1.17702 -1.34218
H 0.51109 -1.19520 -1.16343
```